Record 1
{
  "formula": "C6H5NO4",
  "method": "wB97M-V/def2-TZVPD",
  "elements": ["C", "O", "H", "C", "H", "H", "C", "O", "O", "O", "H", "C", "N", "C", "H", "C"],
  "coordinates": [[0.03580, 0.91997, -0.26292], [0.72801, -1.06213, 1.81898], [1.66948, 3.23392, 1.43690], [-0.27621, -2.64121, 0.38894], [0.04202, 3.31052, 0.75030], [1.48138, 3.33526, -0.32021], [1.05123, 2.90822, 0.57174], [-0.64945, 1.56779, -1.03006], [-1.52531, -0.89726, -2.19944], [1.01858, 1.47553, 0.52691], [-1.50348, -3.26467, -1.28206], [-0.95977, -1.14839, -1.16066], [-0.20335, -0.43807, -0.25719], [-0.99329, -2.50199, -0.74763], [-0.12370, -3.49354, 1.04024], [0.20806, -1.30396, 0.72617]],
  "forces_ev_per_angstrom": [[-0.60, 3.49, -1.49], [-0.63, 0.32, -2.43], [-0.28, -0.76, -0.55], [-1.01, -0.42, -1.46], [0.31, -0.19, -0.33], [-0.04, -0.05, -0.42], [-0.43, 0.61, 0.91], [0.84, 0.00, 0.95], [0.55, 1.72, 0.44], [-1.02, -1.91, -0.50], [-0.42, -0.21, -0.43], [-1.75, -0.29, -3.39], [1.69, 1.09, 1.29], [1.47, -2.58, 3.13], [0.10, 0.16, -0.21], [1.23, -0.96, 4.50]],
  "mulliken_charge": [0.679, -0.550, 0.235, -0.583, 0.294, 0.293, -0.626, -0.539, -0.514, -0.296, 0.507, 0.274, 0.244, -0.384, 0.437, 0.528],
  "energy_ev": -15982.22766,
  "lumo_ev": -1.05,
  "total_charge": 0,
  "homo_ha": -0.3941,
  "orbital_gap_ev": 9.67,
  "smiles": "COC(=O)N1C(=O)C=CC1=O",
  "de_lowest_kcal_mol": 0.3
}

=====

Record 2
{
  "formula": "C5H11O2PS2",
  "method": "wB97M-V/def2-TZVPD",
  "elements": ["S", "H", "C", "O", "O", "C", "H", "H", "H", "H", "P", "C", "H", "C", "H", "H", "H", "C", "S", "H", "H"],
  "coordinates": [[2.80804, -1.98116, -1.44128], [1.32827, -3.78049, 1.02868], [-0.54396, 1.41883, 1.75102], [-0.12794, -1.58731, -1.76720], [1.36510, 0.90770, -2.09783], [-1.70081, 0.48659, -0.32757], [1.57947, 0.43298, 0.81717], [-1.41802, 2.05240, 1.61969], [-0.38640, 1.08739, 2.81023], [-1.35098, 0.58986, -1.36043], [1.04223, -1.49910, -0.67672], [0.98601, 1.24153, -1.03753], [-2.42500, -0.18693, -0.05550], [-0.58973, 0.25986, 0.69306], [0.22808, 1.99227, 1.44462], [-0.80616, -0.71413, 1.27539], [0.93257, 2.29705, -0.72647], [0.80493, 0.14638, 0.07377], [0.26505, -2.91376, 0.83262], [0.17670, -1.77108, -2.67495], [-2.16745, 1.52111, -0.18077]],
  "forces_ev_per_angstrom": [[-1.28, 0.37, 0.92], [-0.52, 1.00, -0.58], [-2.09, -2.22, 0.64], [-0.36, 0.09, -0.05], [0.32, 0.20, -2.55], [1.02, 3.74, 0.00], [-0.24, -0.84, -0.26], [-0.23, -0.19, 0.58], [-0.23, 0.29, -1.02], [-0.40, -1.05, 0.13], [2.01, -1.77, -0.56], [0.47, -1.20, 2.48], [-2.04, -1.75, -0.59], [-0.20, -0.58, 2.14], [2.72, 2.20, -0.45], [0.30, 1.52, -0.98], [-0.39, 0.13, 0.05], [-0.30, 1.12, -0.33], [0.74, 0.11, -0.25], [0.19, 0.09, 0.58], [0.53, -1.24, 0.10]],
  "mulliken_charge": [-0.370, 0.187, -1.496, -0.501, -0.387, -1.526, 0.425, 0.346, 0.306, 0.317, 0.534, -0.125, 0.414, 0.871, 0.469, 0.060, 0.366, -0.257, -0.361, 0.343, 0.384],
  "energy_ev": -40417.82599,
  "lumo_ev": 0.47,
  "total_charge": 0,
  "homo_ha": -0.3190,
  "orbital_gap_ev": 9.15,
  "smiles": "CC(C)[C@H](C=O)[P@@](O)(=S)S",
  "de_lowest_kcal_mol": 0.0
}

=====

Record 3
{
  "formula": "C17H29N2O3",
  "method": "wB97M-V/def2-TZVPD",
  "elements": ["C", "O", "H", "H", "H", "H", "H", "H", "H", "H", "H", "H", "C", "C", "H", "H", "H", "H", "C", "H", "C", "H", "H", "C", "C", "O", "C", "C", "C", "H", "C", "H", "H", "C", "H", "N", "H", "H", "C", "H", "C", "H", "H", "C", "C", "H", "N", "C", "O", "H", "H"],
  "coordinates": [[-1.35534, -0.08053, 5.71915], [1.36203, 0.81673, -0.92905], [1.40292, 1.61630, -0.93324], [2.84839, -0.40660, -3.12516], [-0.70019, -2.63175, 0.17395], [2.06958, 1.82073, -3.27903], [-2.49148, 3.30429, -1.99783], [-3.28829, 2.41385, -0.00888], [-0.35666, -2.27152, -2.44241], [0.09412, -3.01685, 2.36718], [0.86266, -0.27364, 0.05279], [0.55777, -3.60869, -1.70969], [1.51616, -0.81010, -3.00269], [-0.48476, -1.67394, 3.82215], [-1.05103, -2.73284, 4.48750], [1.66752, -3.38286, 0.62351], [3.13028, -1.14005, -1.01593], [2.36138, -1.92854, 1.15004], [1.70945, -2.20569, 0.34009], [-2.00182, -0.63981, 5.95184], [-0.54382, -1.97137, -0.49596], [0.43935, 1.73805, -4.14291], [-1.86374, 2.08604, -2.61504], [0.99902, 1.72521, -3.18425], [2.51219, -2.09950, -0.95861], [0.97602, 3.14145, -2.32505], [-2.49851, 1.68481, -0.10981], [0.30403, -2.57105, -1.72360], [-0.05829, 0.15360, 2.16633], [-1.72286, 0.80825, 5.66314], [-0.10225, -2.10163, 2.63695], [-0.60436, 1.71228, 3.70665], [-0.54957, 4.04752, -3.32197], [0.16244, -0.93114, 1.75623], [-2.32530, 1.16758, 0.91297], [0.71514, -1.23228, 0.39844], [-2.95231, 0.92911, -0.94319], [-0.25759, 0.49828, -2.16688], [-0.39241, 0.64465, 3.36902], [1.07453, -0.86281, -3.88095], [0.80264, 0.48558, -2.34482], [2.99505, -2.86394, -1.16664], [0.21995, 0.97332, 1.38552], [-0.92072, -0.39088, 4.21472], [-0.58185, 3.66517, -2.40065], [-0.25004, 4.55053, -1.74944], [1.30996, -1.81724, -2.01954], [-1.63094, 2.75440, -1.96935], [-1.37424, 1.99750, -0.64573], [-0.61263, 0.09063, 6.40751], [-1.12157, -1.18063, -0.69735]],
  "forces_ev_per_angstrom": [[8.89, 2.91, -6.97], [-0.94, -15.65, -2.93], [0.70, 15.44, 0.14], [-4.38, -1.67, 0.28], [-2.62, -4.50, 4.39], [0.38, -0.25, -1.13], [-2.57, 1.80, 1.13], [0.01, 0.84, 0.27], [-2.55, -0.85, -2.66], [0.83, -4.88, -1.18], [1.19, 0.03, -1.29], [-0.63, -1.02, 0.41], [3.68, 4.33, 6.38], [-5.27, -4.82, 4.55], [2.19, 3.49, -1.41], [-1.69, 2.73, -0.78], [-0.68, -1.51, 0.37], [0.92, 0.07, 0.39], [5.15, -2.63, 1.34], [-8.81, -8.19, 3.77], [7.61, 2.00, -2.23], [0.27, 0.30, 0.76], [-0.85, -5.12, -4.47], [2.08, 2.90, 1.79], [-6.60, 10.02, -0.15], [-4.25, -3.54, -2.26], [-4.95, -4.96, 0.92], [-5.02, -0.49, 1.48], [0.47, 16.58, -1.21], [-2.85, 5.68, -0.45], [0.95, 7.25, -1.99], [0.74, -1.45, -1.10], [-0.95, 1.00, -3.85], [2.39, -17.30, -3.47], [-0.44, 0.65, -1.71], [-6.34, -0.99, 0.80], [-0.18, 0.63, 2.26], [-0.65, -1.36, 0.12], [-4.25, -0.65, 5.03], [-1.77, -1.24, -4.47], [1.12, 1.82, 0.98], [4.45, -7.21, -2.12], [-0.53, -0.93, 1.24], [3.45, 2.05, 1.74], [6.49, 0.71, 5.11], [-1.75, -1.16, -0.40], [10.11, 1.42, 0.71], [3.15, 1.31, 5.31], [4.78, 4.73, -4.02], [2.31, -0.67, 1.38], [-2.80, 2.37, -0.81]],
  "mulliken_charge": [-2.306, -0.475, 0.265, 0.333, 0.968, 0.457, 0.770, 0.340, 0.527, 0.710, -0.118, 0.370, -1.193, -0.771, 0.138, 0.284, 0.295, 0.570, -0.484, 0.714, -1.365, 0.349, 0.754, -0.838, -1.092, -0.535, -0.635, -0.718, 0.295, 0.638, -0.922, 0.264, 0.519, 1.250, 0.080, 0.707, 0.288, 0.048, -1.286, 0.541, 0.582, 0.665, 0.101, 0.858, -0.751, 0.276, 0.074, -1.178, -0.145, 0.438, 0.345],
  "energy_ev": -27198.71460,
  "lumo_ev": -2.24,
  "total_charge": 1,
  "homo_ha": -0.4245,
  "orbital_gap_ev": 9.31,
  "de_lowest_kcal_mol": 402.4
}

=====

Record 4
{
  "formula": "C26H31BrCrN7O2Se",
  "method": "wB97M-V/def2-TZVPD",
  "elements": ["C", "C", "N", "H", "N", "H", "C", "N", "C", "H", "Cr", "C", "H", "H", "H", "H", "C", "C", "H", "C", "H", "C", "H", "H", "H", "H", "C", "H", "H", "N", "C", "Br", "N", "Se", "C", "H", "H", "H", "C", "C", "H", "N", "C", "C", "H", "C", "H", "H", "H", "H", "O", "H", "C", "O", "C", "C", "C", "C", "C", "C", "H", "H", "C", "H", "N", "H", "C", "H", "H"],
  "coordinates": [[2.35631, 0.67196, 0.63843], [-2.97631, -0.52836, 0.90254], [-2.90518, -1.01585, 1.94905], [-1.75149, -4.63402, -1.86529], [0.07799, -4.71222, -0.81008], [1.50359, -2.34688, -0.82803], [1.50868, 0.70895, -4.01530], [1.65421, 0.48795, -0.41552], [2.48463, 0.93748, 3.06475], [1.37430, 1.09076, 8.26537], [-0.39146, 0.39336, -0.52948], [0.88428, 1.45203, 4.93955], [-1.85794, -4.31325, -0.12274], [1.57634, -1.06386, -2.86281], [-2.14499, -2.20201, -1.41137], [0.02169, 7.11878, -0.47233], [2.60347, 0.30804, -4.78347], [1.58546, 1.06454, 7.20554], [1.17266, 5.14503, -1.40739], [2.16167, 2.02727, -6.37901], [-1.33281, 6.96638, 0.56968], [0.72199, 1.77028, -4.47039], [4.07522, 0.30296, 5.05270], [3.53913, 1.10564, 2.85748], [0.00938, -5.71700, -0.63440], [3.19750, -0.53832, -4.45361], [3.10062, 0.61919, 5.40192], [1.19725, 2.71801, -1.58974], [-2.24724, 4.76078, 1.19529], [-0.59596, 6.52205, 0.04988], [0.46117, 3.20110, -0.96626], [-0.09523, 0.19397, 2.03543], [2.15308, 0.58417, -1.66903], [-2.84925, 0.22198, -0.78197], [0.44174, 4.56313, -0.86406], [0.63085, -4.60372, -1.66501], [2.40485, 2.54247, -7.29744], [0.14011, 1.82383, 4.25096], [1.76256, 0.67217, 1.96718], [-1.28745, -4.11180, -1.03050], [1.33143, -2.05165, 0.89786], [-0.42896, 2.39063, -0.34581], [2.94433, 0.96017, -5.95152], [-1.46047, 4.34957, 0.57924], [-1.01061, -1.93117, 0.63029], [-1.14881, -2.62759, -1.29786], [-0.33209, 1.84962, 6.65148], [0.42382, 3.23341, -5.98528], [0.17744, -4.22270, 1.21747], [1.75758, -4.47180, 0.44786], [-0.37305, 2.23076, -3.80494], [-0.61857, -2.43713, -2.23412], [0.62235, 1.48522, 6.29830], [-0.03164, 0.00849, -2.23424], [-0.54102, 5.19105, -0.07598], [2.82678, 0.63452, 6.75784], [1.05625, 2.42325, -5.65101], [-1.37533, 2.99864, 0.41286], [0.77434, -4.01986, 0.32718], [0.86128, -2.52903, 0.03855], [3.79647, 0.63780, -6.53114], [3.42669, 0.85956, 0.57302], [1.29479, -0.00754, -2.70843], [-2.09169, 2.34981, 0.89555], [-0.44336, -1.90568, -0.22058], [3.58364, 0.32602, 7.46471], [2.12266, 0.99918, 4.47901], [3.15827, 0.56324, -1.79059], [-0.67755, 1.54395, -3.19830]],
  "forces_ev_per_angstrom": [[-0.08, 0.00, 0.02], [0.04, 0.01, -0.38], [0.02, -0.13, 0.04], [-0.02, 0.05, -0.01], [0.03, 0.04, -0.08], [0.00, -0.03, 0.00], [0.04, -0.04, -0.12], [-0.02, -0.09, 0.23], [-0.08, -0.04, -0.01], [-0.01, 0.00, 0.02], [0.06, -0.48, -0.29], [0.00, -0.02, 0.06], [-0.02, 0.02, -0.03], [-0.04, 0.05, 0.06], [0.06, -0.01, -0.02], [0.01, -0.01, 0.01], [-0.01, -0.01, 0.01], [-0.01, 0.00, 0.01], [0.01, 0.01, -0.01], [0.00, -0.01, 0.01], [0.00, -0.02, 0.01], [0.01, 0.02, 0.06], [0.03, -0.01, -0.02], [0.03, 0.00, 0.01], [-0.03, 0.03, 0.04], [0.01, -0.03, 0.01], [-0.02, 0.00, 0.07], [0.05, 0.00, -0.01], [-0.01, 0.00, 0.02], [-0.02, 0.04, -0.02], [-0.05, 0.06, 0.04], [0.15, 0.13, 0.28], [-0.08, 0.28, -0.02], [-0.45, 0.18, 0.30], [0.01, -0.10, -0.03], [-0.02, -0.04, 0.03], [0.01, 0.01, -0.03], [-0.02, 0.00, -0.03], [0.20, 0.09, -0.03], [0.00, -0.10, 0.05], [0.00, 0.01, -0.03], [0.01, 0.27, 0.08], [-0.03, 0.03, -0.01], [-0.02, -0.08, 0.00], [-0.06, -0.10, -0.07], [-0.01, 0.07, 0.01], [-0.01, 0.01, 0.01], [-0.02, 0.02, 0.00], [0.04, 0.02, 0.00], [0.00, 0.05, 0.01], [-0.05, 0.00, 0.03], [0.01, -0.03, -0.01], [0.01, 0.00, -0.03], [0.17, 0.00, -0.07], [0.03, 0.07, -0.01], [0.00, 0.00, -0.04], [0.06, -0.04, -0.01], [0.00, 0.03, 0.00], [-0.02, -0.09, 0.03], [0.00, 0.04, 0.05], [0.02, -0.02, -0.01], [0.00, 0.01, 0.01], [0.06, -0.12, -0.07], [0.00, 0.04, 0.02], [0.02, 0.02, 0.02], [0.02, 0.00, 0.02], [0.02, 0.01, -0.16], [-0.03, -0.05, -0.05], [0.00, 0.00, -0.01]],
  "mulliken_spin": [0.017, -0.002, 0.000, 0.000, 0.000, -0.001, -0.003, -0.035, 0.007, 0.000, 1.042, 0.000, 0.000, -0.004, 0.003, 0.000, -0.001, 0.001, 0.000, 0.000, 0.000, -0.001, 0.000, 0.000, 0.000, 0.000, 0.001, -0.002, 0.000, 0.006, 0.014, 0.002, -0.001, 0.005, -0.002, 0.000, 0.000, 0.000, -0.008, 0.001, -0.001, -0.031, 0.000, -0.005, 0.002, -0.001, 0.000, 0.000, 0.000, 0.000, 0.001, 0.000, 0.000, -0.027, 0.007, -0.001, 0.000, 0.013, 0.000, 0.006, 0.000, 0.000, 0.010, 0.001, -0.014, 0.000, 0.000, 0.001, 0.002],
  "energy_ev": -205786.84958,
  "multiplicity": 2,
  "lumo_ev": [-6.18, -5.66],
  "total_charge": 2,
  "homo_ha": [-0.4776, -0.4776],
  "orbital_gap_ev": [6.82, 7.33],
  "s_squared": 0.760,
  "de_lowest_kcal_mol": 0.0
}